No. 1
{"formula": "C16H14F9N7O3V", "method": "ωB97M-V/def2-TZVPD", "elements": ["V", "F", "F", "F", "F", "F", "F", "F", "F", "F", "O", "O", "O", "N", "N", "N", "N", "N", "N", "N", "C", "C", "C", "C", "C", "C", "C", "C", "C", "C", "C", "C", "C", "C", "C", "C", "H", "H", "H", "H", "H", "H", "H", "H", "H", "H", "H", "H", "H", "H"], "positions_angstrom": [[0.225, 0.344, 0.295], [-3.799, -1.439, 3.303], [-1.332, -1.220, 4.514], [-2.727, 1.039, 4.047], [-2.875, 1.736, 2.005], [-0.764, -2.443, 2.826], [-4.073, -0.462, 1.391], [0.292, -0.611, 3.223], [-3.008, -2.327, 1.493], [-0.954, 1.667, 2.962], [1.628, 1.462, 0.053], [-1.290, -0.284, 1.086], [2.448, 3.541, -0.301], [0.225, 3.135, -0.539], [3.960, -5.401, 2.162], [2.637, -5.308, 1.829], [1.419, -1.311, 0.385], [2.183, -3.345, 0.553], [4.064, -5.671, 3.397], [-0.794, 2.183, -0.378], [1.535, 2.783, -0.253], [-0.918, -1.188, 3.260], [2.796, -5.749, 3.945], [3.219, -2.504, 0.922], [1.866, -5.502, 2.942], [2.293, -4.809, 0.543], [1.039, -6.027, 5.501], [-2.135, 1.027, 2.870], [2.739, -1.249, 0.817], [-3.230, -1.176, 2.133], [1.114, -2.603, 0.237], [0.103, -5.776, 4.475], [-0.182, -3.161, -0.234], [2.392, -6.022, 5.255], [-1.889, -0.406, 2.317], [0.489, -5.512, 3.181], [-1.459, 2.470, 0.339], [4.180, -2.888, 1.219], [-0.903, -2.366, -0.405], [3.227, -0.307, 0.992], [1.347, -5.227, 0.207], [-1.315, 2.071, -1.246], [-0.614, -3.829, 0.511], [-0.006, 4.104, -0.690], [-0.951, -5.800, 4.715], [3.118, -6.222, 6.030], [-0.242, -5.339, 2.402], [3.085, -5.096, -0.145], [-0.053, -3.715, -1.164], [0.676, -6.234, 6.498]], "homo_energy_ev": [-11.7, -11.7], "homo_lumo_gap_ha": [0.2558, 0.2692], "spin_multiplicity": 3, "e_lumo_ev": [-4.72, -4.36], "total_charge": 1, "relative_energy_kcal_mol": 13.2, "e_tot_ha": -3069.81483}

---

No. 2
{"formula": "C4H7LaO", "method": "ωB97M-V/def2-TZVPD", "elements": ["La", "O", "C", "C", "C", "C", "H", "H", "H", "H", "H", "H", "H"], "positions_angstrom": [[-1.871, -1.875, -3.468], [-1.040, 0.242, -2.439], [0.252, 0.434, 0.946], [-0.554, 0.794, -1.315], [-0.807, 0.254, -0.082], [1.219, -0.695, 1.266], [1.739, -0.486, 2.212], [-0.255, 0.718, 1.885], [-0.459, 1.884, -1.411], [0.897, 1.220, 0.294], [2.006, -0.779, 0.503], [0.692, -1.648, 1.417], [-1.818, -0.064, 0.192]], "homo_energy_ev": [-16.6, -15.3], "homo_lumo_gap_ha": [0.2559, 0.2053], "spin_multiplicity": 1, "e_lumo_ev": [-9.65, -9.74], "total_charge": 2, "relative_energy_kcal_mol": 0.0, "e_tot_ha": -262.63511}

---

No. 3
{"formula": "C41H81BF3IN4O11PS2", "method": "ωB97M-V/def2-TZVPD", "elements": ["I", "S", "S", "P", "F", "F", "F", "O", "O", "O", "O", "O", "O", "O", "O", "O", "O", "O", "N", "N", "N", "N", "C", "C", "C", "C", "C", "C", "C", "C", "C", "C", "C", "C", "C", "C", "C", "C", "C", "C", "C", "C", "C", "C", "C", "C", "C", "C", "C", "C", "C", "C", "C", "C", "C", "C", "C", "C", "C", "C", "C", "C", "C", "B", "H", "H", "H", "H", "H", "H", "H", "H", "H", "H", "H", "H", "H", "H", "H", "H", "H", "H", "H", "H", "H", "H", "H", "H", "H", "H", "H", "H", "H", "H", "H", "H", "H", "H", "H", "H", "H", "H", "H", "H", "H", "H", "H", "H", "H", "H", "H", "H", "H", "H", "H", "H", "H", "H", "H", "H", "H", "H", "H", "H", "H", "H", "H", "H", "H", "H", "H", "H", "H", "H", "H", "H", "H", "H", "H", "H", "H", "H", "H", "H", "H"], "positions_angstrom": [[2.888, -3.799, -3.233], [2.204, 3.297, -1.371], [2.331, 2.760, -4.385], [3.573, -5.683, -0.540], [-3.183, -2.523, -1.005], [-3.311, -2.383, -3.219], [-2.653, -4.268, -2.254], [-4.196, 9.034, -5.166], [4.494, -1.839, -0.921], [5.739, 3.751, -2.879], [4.399, -3.515, 4.869], [-6.730, -8.646, 6.695], [-2.759, -7.425, 4.422], [-1.293, -2.432, -2.298], [3.539, 5.223, 1.148], [-0.396, -1.331, 0.259], [5.283, -3.420, 0.710], [-2.952, 5.139, -5.844], [1.350, -2.493, 1.287], [0.352, 4.199, -3.293], [2.015, -3.633, -1.399], [4.215, -6.366, 0.742], [1.793, -0.378, 0.077], [6.117, 5.120, -2.991], [2.888, -3.901, -0.224], [-3.969, -6.861, 3.917], [-0.637, -7.513, 1.153], [-0.406, -3.258, -1.505], [1.022, -2.557, -1.281], [-1.184, 2.746, -1.966], [2.776, -4.085, 2.436], [-0.477, 4.028, -2.084], [-0.432, 6.379, -4.198], [-2.180, 3.540, 0.275], [-5.260, 5.013, -6.547], [1.789, 0.461, -1.249], [2.038, 7.731, -3.326], [-5.061, -6.926, 4.967], [6.277, 5.740, -1.615], [0.971, -5.054, 0.983], [-0.316, -4.968, 1.885], [-5.258, 11.200, -5.326], [2.874, 1.626, -1.053], [0.628, 5.618, -3.518], [2.935, 6.371, 1.737], [-5.360, 9.717, -5.628], [-7.909, -9.318, 8.696], [0.957, 8.485, -3.974], [1.585, 3.430, -3.075], [-6.958, -8.320, 8.064], [1.853, 6.299, -3.105], [-2.588, -2.902, -2.184], [-0.631, 5.028, -1.035], [5.434, -4.455, 5.163], [0.975, -1.729, 0.054], [-2.005, 2.541, -0.776], [1.692, 5.975, 2.511], [-0.262, 7.820, -4.429], [1.972, -3.839, 1.075], [5.006, -5.380, 6.285], [-1.482, 4.815, 0.153], [-4.268, 5.622, -5.575], [-1.267, -6.234, 1.824], [4.244, -2.995, -0.155], [5.341, 5.680, -1.051], [-2.827, 3.369, 1.164], [-8.869, -9.321, 8.173], [7.057, 5.162, -3.542], [-1.062, 8.425, -4.919], [-4.523, 5.351, -4.549], [0.759, 0.862, -1.424], [5.353, 5.650, -3.571], [-2.540, 1.569, -0.651], [-5.989, -6.490, 4.591], [0.964, 5.493, 1.853], [6.340, -3.907, 5.436], [-5.994, -8.335, 8.576], [-1.556, 5.637, 0.906], [-7.582, -8.622, 6.245], [-6.240, 9.282, -5.144], [0.550, -2.470, 1.937], [2.497, -6.393, -1.144], [0.017, -4.844, 2.958], [-4.374, 11.627, -5.802], [-5.440, 9.551, -6.702], [1.225, 6.848, 2.973], [-1.384, 5.923, -4.556], [0.364, -7.704, 1.647], [-4.996, 5.264, -7.577], [-6.142, 11.732, -5.682], [0.646, -5.331, -0.052], [2.008, -3.838, 3.237], [-5.252, -7.956, 5.261], [-5.156, 11.370, -4.251], [-4.264, 6.713, -5.653], [-7.364, -7.305, 8.122], [1.942, 5.254, 3.293], [2.889, 4.826, 0.555], [5.557, -2.620, 1.201], [-6.272, 5.370, -6.347], [2.859, -0.477, 0.422], [3.036, -5.151, 2.607], [-5.250, 3.923, -6.471], [4.230, -3.007, 5.672], [-1.513, -6.526, 2.885], [6.573, 6.788, -1.691], [-2.943, -8.343, 4.656], [3.668, 6.831, 2.400], [-4.758, -6.388, 5.868], [1.125, -1.920, -2.209], [-3.764, -5.825, 3.640], [-4.134, 9.176, -4.214], [-1.228, -8.452, 1.320], [4.890, -2.036, -1.789], [3.231, 1.592, 0.012], [-0.091, 6.002, -1.072], [2.154, -0.106, -2.151], [5.788, -6.107, 6.512], [-8.084, -9.080, 9.747], [2.089, -1.943, 1.764], [4.618, -5.635, -1.525], [3.604, -3.358, 2.603], [-7.504, -10.329, 8.626], [-2.237, -6.032, 1.288], [5.636, -5.024, 4.254], [-0.173, -4.162, -2.142], [7.032, 5.201, -1.039], [2.677, 5.732, -2.608], [-0.851, -3.661, -0.564], [4.095, -5.917, 6.011], [-0.593, -0.611, -0.374], [4.903, 3.722, -2.400], [2.976, 8.226, -2.987], [3.777, 1.382, -1.681], [3.670, -7.228, 0.901], [4.782, -4.811, 7.191], [1.117, 9.579, -4.096], [-2.729, 5.390, -6.749], [1.543, -5.951, 1.357], [2.689, 7.086, 0.945], [1.288, 0.267, 0.861], [-0.406, -7.394, 0.058], [-1.095, 1.951, -2.748], [-0.938, -4.068, 1.627], [-4.263, -7.408, 3.015]], "homo_energy_ev": -10.0, "homo_lumo_gap_ha": 0.2496, "spin_multiplicity": 1, "e_lumo_ev": -3.23, "total_charge": 1, "e_tot_ha": -4416.94138}